Computed, not measured: a molecular structure, C33H37BBaN5O2P2S2, with ωB97M-V/def2-TZVPD.

Properties
* total charge: +1
* 2S+1: 1
* ΔE to the lowest compared entry with this formula, charge and spin: 0.00 kcal per mole
* Kohn-Sham gap: 7.426 eV
* HOMO level: -9.576 eV

Last column: Mulliken charge in e.
Geometry (Å):
Ba 1.61841 -0.26411 -0.34683  1.328
C 7.11128 -2.34349 0.14371  -0.879
N 6.60171 -1.07249 0.62170  0.166
C 7.19134 -0.28545 1.58957  -0.420
C 6.41983 0.81181 1.71247  -0.645
N 5.36550 0.70426 0.82649  0.565
B 4.27450 1.79807 0.71773  -0.090
N 3.62169 2.00885 2.12962  0.410
C 3.67068 3.21096 2.80915  -0.745
C 3.11140 3.03806 4.02440  -0.377
N 2.71533 1.71512 4.08754  0.139
C 2.06034 1.07284 5.20928  -0.854
C 3.02753 1.09782 2.92453  -0.116
S 2.71933 -0.55748 2.61336  -0.389
C 5.48951 -0.45806 0.15924  0.075
S 4.51915 -1.12861 -1.08887  -0.510
H 7.81493 -2.72990 0.87657  0.331
H 7.61112 -2.22078 -0.81626  0.308
H 6.28665 -3.04078 0.02196  0.316
H 8.09349 -0.58416 2.09156  0.461
H 6.52438 1.66735 2.35564  0.482
H 4.75293 2.85477 0.40222  -0.171
H 3.44205 1.46110 -0.09134  -0.385
H 4.10775 4.08326 2.35863  0.516
H 2.96098 3.71457 4.84599  0.445
H 2.07256 1.75653 6.05410  0.308
H 2.58701 0.15733 5.46939  0.333
H 1.03089 0.82093 4.95521  0.274
O 0.22554 -2.67300 -0.98944  -0.778
P -1.13630 -2.08189 -0.83674  0.693
C -1.23433 -0.52987 -1.83146  -0.945
P -1.41321 1.24297 -1.34098  1.623
O -0.13311 1.85668 -0.85999  -0.671
C -2.73806 1.40203 -0.14681  0.696
C -2.41758 1.83753 1.13441  -0.517
C -3.42287 2.00969 2.07482  -0.738
C -4.74058 1.73873 1.73937  -0.562
C -5.06376 1.30650 0.45767  -0.664
C -4.06612 1.14773 -0.48947  -0.463
C -1.95320 2.03583 -2.86570  0.556
C -2.85622 1.48286 -3.77363  -0.153
C -3.24584 2.20019 -4.89344  -0.876
C -2.73624 3.47283 -5.11427  -0.493
C -1.83354 4.02538 -4.21826  -0.609
C -1.43997 3.31155 -3.09613  -0.815
C -1.58187 -1.82948 0.89067  0.868
C -0.56960 -1.98873 1.83643  -0.467
C -0.84147 -1.82525 3.18868  -0.922
C -2.13467 -1.53856 3.59579  -0.618
C -3.15316 -1.41405 2.65746  -0.804
C -2.88242 -1.55031 1.30850  -0.439
C -2.43035 -3.10698 -1.54934  0.268
C -2.12083 -4.44583 -1.76862  -0.719
C -3.08431 -5.30431 -2.27895  -0.705
C -4.35621 -4.83095 -2.56311  -0.504
C -4.67015 -3.49551 -2.34167  -1.146
C -3.70952 -2.63404 -1.83865  0.119
H -2.10268 -0.67331 -2.48031  0.254
H -0.40361 -0.57704 -2.54616  0.453
H -1.38691 2.05986 1.38159  0.631
H -3.17441 2.35846 3.06832  0.466
H -5.52424 1.87777 2.47259  0.440
H -6.09538 1.11708 0.19230  0.441
H -4.33270 0.85662 -1.49838  0.381
H -3.26853 0.49012 -3.63321  0.232
H -3.94355 1.76238 -5.59449  0.434
H -3.04014 4.03101 -5.98963  0.403
H -1.43183 5.01452 -4.39222  0.418
H -0.72923 3.73532 -2.39866  0.425
H 0.42612 -2.30039 1.54006  1.120
H -0.03891 -1.93790 3.90464  0.519
H -2.36150 -1.42915 4.64837  0.433
H -4.16576 -1.20984 2.97918  0.467
H -3.69053 -1.45670 0.59525  0.305
H -1.12365 -4.80789 -1.55222  0.431
H -2.83725 -6.34227 -2.45571  0.422
H -5.10669 -5.50111 -2.96040  0.401
H -5.66271 -3.12668 -2.56366  0.435
H -3.97366 -1.59489 -1.66843  0.230
N 2.08197 0.08775 -3.20530  -0.559
H 3.09287 0.03752 -3.07734  0.323
H 1.87815 1.00737 -3.58407  0.192
H 1.85249 -0.58873 -3.92597  0.208